1.
Entry from the Open Molecules 2025 dataset: C22H38CdO3P2S as an isolated structure (ωB97M-V with the def2-TZVPD basis set).

Properties
- orbital gap (spin up / spin down) (eV) = 3.01 / 3.01
- E (Eh) = -2335.105309
- HOMO level (spin up / spin down) (eV) = -4.208 / -4.209
- energy above the lowest of the compared OMol25 structures with the same formula, charge and spin (eV) = 2.6620
- LUMO (spin up / spin down) (eV) = -1.20 / -1.20

ORCA input file:
```
! RIJCOSX wB97M-V def2-TZVPD def2/J DEFGRID3
* xyz 0 1
P 1.93288 3.74942 -0.70383
P 2.75352 0.34394 -2.47623
C 3.28417 3.04549 -1.71292
C 2.87438 2.11576 -2.85565
H 3.97946 2.55965 -1.01613
H 3.82340 3.90624 -2.12475
H 1.92418 2.42044 -3.32261
H 3.63471 2.20328 -3.64489
C 4.33985 -0.37776 -3.07045
H 4.33535 -1.46691 -2.88460
H 5.21531 0.05447 -2.54544
H 4.46391 -0.20633 -4.13862
C 1.47590 -0.35693 -3.49716
H 1.91941 -0.63104 -4.47805
H 0.68312 0.38560 -3.67804
H 1.04972 -1.26443 -3.04557
C 2.85895 4.83695 0.44852
H 2.18277 5.23562 1.22720
H 3.31631 5.67072 -0.11837
H 3.65239 4.23933 0.93377
C 1.00460 4.83397 -1.80369
H 0.89208 4.36051 -2.78767
H 1.55081 5.78284 -1.94001
H 0.01157 5.06241 -1.39263
Cd -2.29199 -0.39134 -1.27066
C 2.71878 0.10323 -0.63064
C 3.61462 0.84456 0.28778
C 3.36188 0.64401 1.71917
C 2.01440 1.18473 2.32818
C 1.52001 2.44088 1.82762
C 1.05349 2.71171 0.48550
C 0.49403 1.47024 -0.34284
C 1.24667 0.12911 -0.29008
C -3.08830 0.93042 0.21967
H 3.12867 -0.94285 -0.53999
H 4.67990 0.95014 0.01448
H 4.17531 1.07855 2.30975
H 3.37883 -0.44490 1.93160
H 1.20577 0.41962 2.25278
H 2.17281 1.30135 3.40924
H 1.29362 3.21731 2.56507
H 0.17724 3.39571 0.60377
H 0.33395 1.76730 -1.39177
H -0.49254 1.27878 0.04421
H 1.08403 -0.37646 0.65582
H 0.72595 -0.51431 -1.01526
H -3.95147 1.50677 -0.13140
H -2.30241 1.61907 0.53730
H -3.39330 0.33807 1.09043
C -6.85055 -6.26647 3.22664
C -5.78302 -5.34564 2.70014
C -5.31502 -4.25730 3.44547
C -4.41433 -3.35687 2.89847
C -3.87099 -3.60684 1.62552
C -4.28268 -4.71905 0.89051
C -5.21141 -5.59501 1.44687
S -2.25303 -3.11291 -0.41198
O -2.96141 -2.71953 1.12341
O -1.11983 -2.08331 -0.33740
O -3.29600 -2.58522 -1.37205
H -6.49482 -6.88500 4.06350
H -7.71827 -5.70138 3.58865
H -7.19536 -6.94221 2.43316
H -5.70612 -4.10032 4.44584
H -4.09659 -2.47912 3.43829
H -3.92035 -4.93841 -0.11430
H -5.52893 -6.47039 0.86741
*
```

Atomic partial charges in e from the Mulliken method, atoms 1 to 5: P 1.373; P 1.301; C -1.153; C -1.091; H 0.203

=====

2.
Entry from the Open Molecules 2025 dataset: C22H38CrN6PS as an isolated structure (ωB97M-V with the def2-TZVPD basis set).

Properties
- orbital gap (spin up / spin down) (eV) = 7.89 / 8.02
- E (Eh) = -2973.549813
- ⟨S²⟩ = 6.026
- HOMO level (spin up / spin down) (eV) = -10.100 / -10.380
- LUMO (spin up / spin down) (eV) = -2.21 / -2.36

ORCA input file:
```
! RIJCOSX wB97M-V def2-TZVPD def2/J DEFGRID3
* xyz 1 5
Cr 0.05228 0.33967 0.29878
C 0.77552 3.48256 1.27416
C 1.89023 2.59863 1.80805
N 1.38041 1.28494 2.17985
C 2.39407 0.28218 2.49489
C 3.00770 -0.25792 1.24057
C 4.28531 -0.78998 1.18463
C 4.69889 -1.34234 -0.01247
C 3.86679 -1.26677 -1.14004
C 2.62537 -0.69188 -0.96582
C 1.64875 -0.44635 -2.06733
N 0.85702 0.75495 -1.74348
C 1.63063 2.01001 -1.71645
C 0.82192 3.19753 -1.19412
N 0.14320 2.95010 0.07424
N 2.17722 -0.23399 0.21191
H 1.15425 4.49294 1.09289
H -0.00836 3.58817 2.02438
H 2.36737 3.11581 2.62746
H 2.64429 2.42451 1.02912
H 0.73179 1.37303 2.94926
H 1.91091 -0.57551 2.97399
H 3.19543 0.65529 3.14476
H 4.94421 -0.73596 2.04049
H 5.68596 -1.76342 -0.11647
H 4.24569 -1.60663 -2.09013
H 0.94483 -1.29153 -2.12595
H 2.16649 -0.35108 -3.01175
H 0.11934 0.84415 -2.42404
H 2.00156 2.26055 -2.70901
H 2.49799 1.83224 -1.07851
H 0.07000 3.48980 -1.91410
H 1.47870 4.07072 -1.14497
H -0.77131 3.36512 0.00745
C -2.89794 2.89614 -1.48173
C -3.36752 1.47821 -1.28816
P -2.48573 0.49104 0.02663
C -2.87173 1.46168 1.55983
C -4.34089 1.59046 1.93252
C -3.48814 -1.04510 0.10119
C -3.24785 -1.90511 -1.13054
H -3.59818 3.44121 -2.11538
H -1.91759 2.98379 -1.94385
H -2.88844 3.43135 -0.53636
H -3.33720 0.91120 -2.21556
H -4.41866 1.48616 -1.00868
H -2.37598 2.42513 1.42843
H -2.33559 0.95899 2.35912
H -4.92912 2.01041 1.11550
H -4.51039 2.21836 2.80582
H -4.73338 0.59530 2.14967
H -4.53239 -0.77329 0.21648
H -3.18533 -1.54680 1.01357
H -3.63609 -1.41194 -2.03446
H -3.76025 -2.86259 -1.02931
H -2.18128 -2.14095 -1.24792
C -0.54773 -4.96036 -1.60454
C 0.23847 -4.33508 -0.49589
C 1.53604 -4.72975 -0.17067
C 2.14417 -4.05105 0.86701
N 1.54906 -3.05928 1.54300
C 0.31796 -2.72703 1.11944
S -0.46181 -1.37809 1.94121
N -0.35113 -3.32594 0.13359
H -0.72028 -6.02468 -1.42785
H 0.02556 -4.89188 -2.53144
H -1.50622 -4.43911 -1.73403
H 2.01128 -5.54011 -0.69777
H 3.16987 -4.29077 1.17883
*
```

Atomic partial charges in e from the Mulliken method, atoms 1 to 5: Cr 0.245; C -1.261; C -0.496; N 0.079; C -1.816

=====

3.
Entry from the Open Molecules 2025 dataset: a 5-piece molecular cluster, C22H38F12N5O8 overall (ωB97M-V with the def2-TZVPD basis set).

Properties
- orbital gap (eV) = 8.73
- E (Eh) = -2935.059180
- HOMO level (eV) = -11.125
- LUMO (eV) = -2.40

ORCA input file:
```
! RIJCOSX wB97M-V def2-TZVPD def2/J DEFGRID3
* xyz 1 1
N 5.62123 3.84305 2.23612
C 5.60434 4.83724 1.16251
N 6.10514 4.14198 -0.01178
N 6.39228 5.98155 1.63216
C 4.18990 5.43010 0.94979
C 3.07695 4.49877 0.47414
C 1.71778 5.21839 0.59737
N 0.60998 4.22108 0.37226
C 0.76956 3.39725 -0.87932
C 2.21085 2.91730 -1.07111
N 3.22511 3.95476 -0.88110
H 4.83650 3.93976 2.86829
H 5.55601 2.91205 1.84098
H 6.40886 4.79006 -0.72641
H 6.90235 3.57437 0.25027
H 6.31329 6.75315 0.97793
H 7.37292 5.72285 1.66558
H 4.23431 6.31243 0.29441
H 3.90458 5.80104 1.94601
H 3.02379 3.63280 1.15798
H 1.61710 5.98684 -0.18220
H 1.54728 5.68859 1.57165
H 0.54166 3.58051 1.17166
H -0.29193 4.69680 0.33690
H 0.09168 2.54222 -0.75531
H 0.41062 3.99316 -1.72704
H 2.28956 2.49823 -2.08194
H 2.42347 2.11779 -0.35108
H 3.04780 4.70230 -1.55035
C -1.67059 0.47271 4.23382
C -1.29953 0.00513 2.84708
O -2.13993 0.66894 1.85711
C -1.77993 1.82506 1.39678
O -0.73364 2.41061 1.54393
C -2.91165 2.39173 0.49775
F -4.09987 2.27191 1.04777
F -2.90683 1.74584 -0.67183
F -2.68802 3.68366 0.24469
H -2.73242 0.31581 4.42203
H -1.10051 -0.09848 4.96543
H -1.44734 1.53126 4.37280
H -1.50643 -1.04983 2.71102
H -0.25017 0.17810 2.62005
C -1.86239 -2.69366 -2.29541
C -1.92184 -4.08873 -1.71959
O -2.00947 -4.04997 -0.27267
C -3.21473 -3.83909 0.22016
O -4.23401 -3.66798 -0.37572
C -3.15549 -3.86288 1.76554
F -2.10695 -3.16270 2.21618
F -3.02990 -5.11217 2.20013
F -4.25023 -3.33572 2.28057
H -1.02579 -2.14003 -1.86488
H -1.73138 -2.75422 -3.37502
H -2.78426 -2.14897 -2.09259
H -1.01029 -4.64411 -1.92615
H -2.76700 -4.64876 -2.11569
C 3.00159 -4.61113 2.62165
C 3.39341 -3.41253 3.45181
O 3.64314 -2.25390 2.60537
C 2.59039 -1.57859 2.21343
O 1.44427 -1.75769 2.49328
C 3.03894 -0.35028 1.39524
F 4.05060 -0.60390 0.58009
F 3.41486 0.61580 2.24167
F 2.03281 0.12603 0.65568
H 3.76673 -4.82804 1.87662
H 2.89589 -5.47941 3.27109
H 2.05174 -4.44623 2.11398
H 4.33582 -3.56618 3.97023
H 2.62625 -3.14889 4.17806
C -6.39331 -2.21043 -4.88241
C -6.60765 -3.50638 -4.13553
O -6.23339 -4.64433 -4.95106
C -4.95230 -4.94120 -4.98109
O -4.05823 -4.36933 -4.42960
C -4.72478 -6.22236 -5.81878
F -5.40808 -6.19230 -6.95569
F -5.11940 -7.28544 -5.11853
F -3.44024 -6.36297 -6.10203
H -6.94016 -2.21687 -5.82512
H -6.75609 -1.37937 -4.27765
H -5.33648 -2.04956 -5.09266
H -7.65862 -3.67322 -3.91382
H -6.04009 -3.54114 -3.20589
*
```

Atomic partial charges in e from the Mulliken method, atoms 1 to 5: N -0.737; C 0.982; N -0.622; N -0.653; C -2.069